Record 1
Below is C34H35Mg2N10O9 as an isolated structure at a distorted geometry, with properties calculated with wB97M-V/def2-TZVPD.

Computed properties:
Max |F| ... 3.83 eV/Å
Net charge ... +1
E_HOMO ... -9.758 eV

The geometry in XYZ format:
```
90
Properties=species:S:1:pos:R:3:forces:R:3
Mg -5.182 0.186 1.432 1.4 -0.2 0.2
Mg 0.388 -0.903 5.488 -0.6 0.2 -1.0
N -3.396 2.236 5.349 -1.0 -0.8 -0.8
O -2.375 1.621 5.679 1.5 -0.5 0.6
O -4.036 2.864 6.162 0.0 0.6 0.5
O -3.806 2.130 4.166 -0.2 0.0 -0.8
N -4.032 -2.784 4.810 0.3 1.7 0.5
O -4.477 -2.264 3.790 -0.8 0.7 -2.3
O -4.769 -3.165 5.674 -1.0 -1.2 1.1
O -2.807 -2.774 5.001 1.9 -0.4 0.3
N -0.621 0.084 0.929 1.4 0.3 -0.7
O -0.173 -0.403 1.937 -0.2 -1.6 3.5
O -1.804 0.004 0.588 -2.7 0.0 -0.2
O 0.169 0.622 0.193 0.7 1.4 -2.0
N -2.595 1.340 -6.122 0.3 -0.4 1.0
C -2.752 0.198 -6.836 -0.8 0.1 -1.3
C -1.869 -0.730 -6.392 -1.3 -2.1 -2.1
C -1.134 -0.184 -5.392 1.3 0.2 2.4
C -1.649 1.037 -5.145 0.1 2.4 -0.1
H -3.148 2.176 -6.247 0.3 -0.2 0.3
H -3.440 0.111 -7.663 -0.1 0.1 0.2
H -1.919 -1.748 -6.750 0.5 0.0 -0.1
H -0.325 -0.579 -4.796 -0.1 -0.3 -0.1
H -1.295 1.755 -4.419 -0.2 0.1 -0.2
N 2.844 -3.858 5.005 1.5 -1.9 -1.3
C 4.007 -4.032 5.744 -1.7 -0.9 -1.6
C 4.838 -5.149 5.573 0.2 -0.1 -0.4
C 4.623 -6.115 4.552 -0.5 1.3 1.1
C 3.497 -5.936 3.779 0.2 0.6 0.6
C 2.675 -4.826 4.017 0.4 0.6 0.9
H 4.228 -3.222 6.423 0.1 -0.2 0.3
H 5.693 -5.251 6.225 0.1 0.1 0.0
H 5.276 -6.949 4.344 0.2 0.1 0.4
H 3.282 -6.648 2.996 -0.3 0.2 -0.2
H 1.896 -4.763 3.271 -0.6 0.7 0.5
N -5.811 3.074 -1.040 -0.8 1.6 -1.3
C -4.828 3.933 -1.450 -1.1 -0.5 -0.6
C -4.983 4.870 -2.491 -0.2 -0.5 0.1
C -6.194 4.980 -3.173 0.8 -0.6 0.6
C -7.189 4.093 -2.798 -0.3 1.0 0.4
C -7.014 3.259 -1.711 1.6 -0.9 0.3
H -3.849 3.886 -0.996 -0.1 -0.3 0.3
H -4.109 5.431 -2.787 -0.1 0.3 0.1
H -6.373 5.704 -3.954 0.2 0.0 -0.1
H -8.160 4.219 -3.254 -0.1 -0.4 0.0
H -7.861 2.646 -1.440 0.1 -0.2 0.4
N 2.882 2.025 5.242 2.0 1.6 -1.5
C 2.617 3.298 5.669 -0.5 -0.7 -0.3
C 3.290 4.457 5.312 1.4 0.1 -1.8
C 4.369 4.354 4.409 -0.9 -0.4 1.7
C 4.704 3.083 4.004 1.1 0.1 -0.4
C 3.995 1.972 4.370 -2.5 -0.2 1.9
H 1.755 3.462 6.297 -0.1 -0.5 0.3
H 3.030 5.466 5.592 -0.5 -0.3 0.6
H 5.014 5.193 4.194 -0.2 0.1 -0.3
H 5.641 2.962 3.481 -0.1 -0.2 -0.4
H 4.281 1.000 3.995 -0.1 -0.1 0.1
N 7.001 4.253 -3.762 -0.3 -0.4 1.2
C 6.896 5.113 -2.710 -0.5 -0.6 -0.7
C 5.815 5.138 -1.862 -1.6 -0.5 -0.3
C 4.742 4.255 -2.094 0.7 -0.4 -0.3
C 4.824 3.348 -3.144 1.4 0.2 -0.7
C 6.019 3.334 -3.927 0.2 1.7 1.3
H 7.672 5.826 -2.473 0.4 0.0 -0.7
H 5.668 5.912 -1.124 0.5 -0.1 0.3
H 3.904 4.190 -1.415 -0.2 0.4 -0.1
H 4.014 2.695 -3.434 0.0 -0.2 0.3
H 6.269 2.568 -4.646 -0.5 0.0 -0.3
N 5.255 -5.225 -1.485 -0.9 -0.2 -0.4
C 4.039 -4.692 -1.674 0.0 1.8 1.1
C 3.719 -3.408 -1.200 1.6 1.2 0.0
C 4.784 -2.548 -0.759 -1.0 -1.5 -0.3
C 6.042 -3.103 -0.675 -0.2 -0.3 0.8
C 6.184 -4.462 -0.933 0.5 0.1 -1.0
H 3.231 -5.184 -2.196 0.3 -0.8 0.0
H 2.722 -2.996 -1.243 -0.1 -0.2 -0.2
H 4.667 -1.521 -0.448 -0.5 0.0 -0.1
H 6.857 -2.547 -0.236 0.2 0.1 -0.3
H 7.158 -4.925 -0.872 0.2 -0.1 0.4
N -6.524 -2.118 -1.344 0.1 -1.4 -2.8
C -5.973 -2.102 -2.664 -1.3 -0.3 2.2
C -6.478 -2.859 -3.724 -0.4 -0.1 1.3
C -7.585 -3.652 -3.455 -0.4 -0.4 0.4
C -8.126 -3.770 -2.162 0.6 0.2 -1.4
C -7.556 -3.027 -1.164 1.2 2.2 0.1
H -5.136 -1.449 -2.861 0.1 0.2 0.4
H -6.052 -2.890 -4.716 0.2 0.4 0.1
H -8.038 -4.197 -4.271 -0.1 -0.1 0.0
H -8.997 -4.378 -1.967 0.1 -0.1 0.0
H -8.035 -3.026 -0.196 0.3 0.0 0.3
```
Forces are in eV/Å.

Atom charges from the Mulliken analysis, given in e for atoms 1 to 6:
1 Mg 1.57
2 Mg 1.46
3 N 0.93
4 O -0.56
5 O -0.52
6 O -0.61

Record 2
Below is C47H62OP2RhSSi as an isolated structure, with properties calculated with wB97M-V/def2-TZVPD.

Computed properties:
⟨S²⟩ ... 6.05
Multiplicity ... 5
Max |F| ... 0.58 eV/Å
Net charge ... +1
E_HOMO (alpha / beta) ... -9.317 / -10.724 eV

The geometry in XYZ format:
```
115
Properties=species:S:1:pos:R:3:forces:R:3
Rh 0.324 1.590 -0.843 -0.2 0.4 -0.3
C -0.105 -1.542 1.390 0.0 -0.2 -0.1
Si 0.116 0.309 1.214 0.0 0.2 0.3
C 1.834 0.545 2.009 0.1 0.0 0.0
C 2.125 -0.084 3.229 0.0 0.1 -0.1
C 3.423 -0.179 3.703 0.0 0.0 0.0
C 4.479 0.329 2.954 0.0 0.0 0.0
C 4.223 0.962 1.751 0.0 0.1 0.0
C 2.909 1.090 1.288 0.0 -0.1 0.1
P 2.584 1.966 -0.266 0.2 0.0 0.1
C 3.717 1.242 -1.538 -0.1 0.1 -0.1
C 2.893 0.909 -2.798 0.1 0.1 0.0
C 3.772 0.234 -3.848 0.1 0.1 0.0
C 4.957 1.143 -4.263 0.0 0.0 0.0
C 5.072 2.389 -3.382 0.0 -0.1 0.0
C 5.003 2.037 -1.896 0.0 -0.1 -0.1
C 2.834 3.753 0.090 0.0 0.1 -0.3
C 4.081 4.196 0.865 -0.1 0.1 0.0
C 3.970 5.691 1.186 0.0 0.0 -0.1
C 3.791 6.525 -0.081 0.0 -0.1 0.0
C 2.557 6.073 -0.862 0.1 0.0 0.1
C 2.639 4.583 -1.192 0.1 0.0 0.1
C -1.312 1.279 1.987 0.0 0.1 0.1
C -1.646 1.424 3.301 -0.1 0.1 0.0
C -2.744 2.218 3.709 0.1 0.0 0.0
C -3.500 2.924 2.752 0.1 0.0 0.0
C -3.236 2.823 1.418 0.1 0.1 0.1
C -2.166 1.928 0.927 -0.2 -0.3 -0.5
P -2.708 0.237 -0.108 -0.1 0.0 0.2
C -4.545 0.101 0.042 0.0 0.3 0.2
C -5.417 1.265 -0.507 -0.1 -0.1 0.1
C -6.622 1.559 0.392 0.1 -0.1 0.0
C -7.274 0.247 0.816 0.0 0.0 0.0
C -6.339 -0.568 1.729 0.0 0.1 -0.1
C -4.858 -0.211 1.520 -0.1 0.1 -0.1
C -2.366 0.455 -1.925 -0.1 0.1 0.0
C -2.479 -0.939 -2.566 0.0 0.1 -0.1
C -1.937 -0.923 -3.998 -0.1 0.1 0.1
C -2.630 0.146 -4.843 0.0 0.0 0.1
C -2.515 1.521 -4.188 0.0 -0.1 0.1
C -3.092 1.499 -2.771 0.0 -0.1 -0.1
H -0.481 -1.742 2.402 0.0 0.0 -0.1
H 0.857 -2.049 1.277 -0.1 0.0 0.0
H -0.821 -1.953 0.680 0.0 0.0 0.1
H 1.323 -0.525 3.814 0.0 0.0 0.0
H 3.621 -0.676 4.645 0.0 0.0 0.0
H 5.498 0.232 3.308 0.0 0.0 0.0
H 5.049 1.356 1.167 0.0 0.0 0.0
H 3.995 0.291 -1.080 0.1 -0.1 0.0
H 2.451 1.825 -3.206 0.0 0.0 0.0
H 2.064 0.247 -2.528 -0.1 -0.1 0.0
H 3.170 -0.030 -4.718 0.0 0.0 0.0
H 4.145 -0.704 -3.431 0.0 0.0 0.0
H 4.852 1.449 -5.304 0.0 0.0 0.0
H 5.890 0.580 -4.198 0.0 0.0 0.0
H 4.280 3.103 -3.631 0.0 0.0 0.0
H 6.015 2.896 -3.587 0.0 0.0 0.0
H 5.081 2.948 -1.311 0.0 0.0 0.0
H 5.874 1.431 -1.638 0.0 0.0 0.0
H 1.972 3.940 0.745 -0.1 0.1 0.0
H 4.983 4.031 0.272 0.0 0.0 0.0
H 4.184 3.626 1.787 0.0 0.0 0.0
H 4.856 6.013 1.735 0.0 0.0 0.0
H 3.109 5.848 1.847 0.0 0.0 0.0
H 4.678 6.412 -0.716 0.0 0.0 0.0
H 3.712 7.584 0.171 0.0 0.0 0.0
H 2.448 6.653 -1.780 0.0 0.0 0.0
H 1.659 6.253 -0.258 0.0 0.0 0.0
H 3.486 4.411 -1.867 -0.1 0.0 0.0
H 1.736 4.260 -1.718 0.0 0.0 0.0
H -1.042 0.937 4.062 0.0 0.0 0.0
H -2.973 2.327 4.761 0.0 0.0 0.0
H -4.299 3.577 3.083 0.0 0.0 0.0
H -3.780 3.427 0.704 0.0 0.0 0.0
H -4.757 -0.810 -0.531 0.0 0.0 0.0
H -5.790 0.991 -1.497 0.0 0.0 0.0
H -4.823 2.166 -0.644 0.0 0.1 0.0
H -7.336 2.184 -0.148 0.0 0.0 0.0
H -6.307 2.125 1.275 0.0 0.0 0.0
H -7.504 -0.326 -0.088 0.0 0.0 0.0
H -8.225 0.431 1.316 0.0 0.0 0.0
H -6.490 -1.634 1.552 0.0 0.0 0.0
H -6.591 -0.387 2.776 0.0 0.0 0.0
H -4.222 -1.025 1.869 0.0 0.0 0.0
H -4.605 0.661 2.125 0.0 0.0 0.0
H -1.280 0.712 -1.977 -0.1 -0.1 -0.1
H -3.536 -1.229 -2.584 0.0 0.0 0.0
H -1.951 -1.681 -1.963 0.0 0.0 0.0
H -2.061 -1.907 -4.452 0.0 0.0 0.0
H -0.859 -0.718 -3.966 0.0 0.0 0.0
H -3.689 -0.112 -4.947 0.0 0.0 0.0
H -2.208 0.168 -5.850 0.0 0.0 0.0
H -3.018 2.278 -4.793 0.0 0.0 0.0
H -1.454 1.799 -4.135 0.0 0.0 0.0
H -4.150 1.228 -2.823 0.0 0.0 0.0
H -3.035 2.488 -2.311 0.0 0.0 0.0
C -4.023 7.496 -4.350 0.0 0.1 0.0
C -2.988 8.562 -4.623 0.1 -0.1 0.0
O -3.079 9.353 -5.513 0.0 0.0 0.1
S -1.569 8.755 -3.498 -0.1 0.0 -0.1
C -1.384 7.154 -2.770 0.0 0.0 0.1
C -1.313 7.043 -1.383 0.0 0.0 0.0
C -1.117 5.806 -0.791 -0.1 0.1 0.0
C -0.993 4.661 -1.581 0.2 -0.1 0.1
C -1.032 4.779 -2.969 0.1 0.0 -0.1
C -1.228 6.016 -3.559 0.1 -0.1 0.0
C -0.853 3.368 -0.936 0.1 -0.2 -0.1
C -1.290 2.526 -0.084 0.1 -0.2 0.4
H -4.192 6.922 -5.261 0.0 0.0 0.0
H -4.951 8.017 -4.116 0.0 0.0 0.0
H -3.766 6.833 -3.530 0.0 0.0 0.0
H -1.421 7.930 -0.770 0.0 -0.1 0.0
H -1.069 5.716 0.289 0.0 0.0 -0.1
H -0.892 3.899 -3.587 -0.1 0.0 0.0
H -1.248 6.103 -4.639 0.0 0.0 0.0
```
Forces are in eV/Å.

Atom charges from the Mulliken analysis, given in e for atoms 1 to 6:
1 Rh -1.59
2 C -1.41
3 Si 1.93
4 C 0.01
5 C -0.53
6 C -0.96

Record 3
Below is a 2-piece molecular cluster, C2H10NOS2 overall at a distorted geometry, with properties calculated with wB97M-V/def2-TZVPD.

Computed properties:
Max |F| ... 1.88 eV/Å
Net charge ... +1
E_HOMO ... -12.490 eV

The geometry in XYZ format:
```
16
Properties=species:S:1:pos:R:3:forces:R:3
N -0.031 1.506 0.803 0.0 0.4 0.9
C 0.925 0.342 1.016 0.4 0.4 -0.3
C 0.856 -0.603 -0.165 -0.2 -0.3 -0.5
S 1.687 -2.212 0.180 -0.3 0.7 1.1
S 1.082 -3.347 -1.330 0.8 -0.3 -1.7
H -0.783 1.322 0.103 -0.2 -0.1 0.2
H 0.407 2.384 0.551 0.6 0.0 -0.6
H -0.425 1.757 1.716 -0.4 -0.3 -0.3
H 0.653 -0.114 1.963 -0.2 -0.3 -0.1
H 1.911 0.776 1.156 0.1 0.0 -0.1
H -0.189 -0.764 -0.430 -0.1 -0.4 0.2
H 1.298 -0.208 -1.082 0.2 0.3 0.2
H -0.066 -3.903 -0.994 -0.7 -0.1 0.8
H -2.709 0.309 -0.948 -0.1 -0.2 0.0
H -2.527 1.713 -1.552 0.3 -0.4 0.3
O -2.092 1.043 -0.989 -0.2 0.6 -0.4
```
Forces are in eV/Å.

Atom charges from the Mulliken analysis, given in e for atoms 1 to 6:
1 N -0.20
2 C -0.57
3 C -0.62
4 S -0.02
5 S -0.19
6 H 0.24

Record 4
Below is a single C6H4 molecule at a distorted geometry, with properties calculated with wB97M-V/def2-TZVPD.

Computed properties:
Max |F| ... 1.55 eV/Å
Net charge ... 0
SMILES string ... C#CC#CC=C
E_HOMO ... -8.922 eV

The geometry in XYZ format:
```
10
Properties=species:S:1:pos:R:3:forces:R:3
C 3.587 0.118 -0.050 -0.2 -0.1 0.6
C 2.391 -0.052 0.047 1.3 0.5 -0.5
C 1.029 -0.154 0.010 -1.3 -0.8 0.1
C -0.164 -0.387 -0.014 0.7 0.7 -0.1
C -1.590 -0.537 -0.024 0.3 -0.2 0.2
C -2.430 0.507 0.004 -0.4 -0.7 -0.2
H 4.652 0.276 0.036 -0.6 -0.1 -0.2
H -1.907 -1.595 -0.008 -0.2 0.8 0.0
H -3.515 0.286 0.062 0.8 0.5 -0.1
H -2.053 1.538 -0.063 -0.4 -0.6 0.2
```
Forces are in eV/Å.

Atom charges from the Mulliken analysis, given in e for atoms 1 to 6:
1 C -0.52
2 C -0.71
3 C 1.09
4 C 0.37
5 C -0.79
6 C -0.64